# C2H27O12

A cluster of 12 separate species, C2H27O12 in total (the ωB97M-V functional and the def2-TZVPD basis, the OMol25 dataset).

Output
LUMO: 2.2 eV
Multiplicity: 1
HOMO: -5.6 eV
Molecular weight: 243.226 g/mol
HOMO-LUMO gap: 0.28905 Ha
Net charge: -1
Calculated total energy: -995.301288 Ha

Each line ends with the Löwdin charge.
Atoms and positions in Å:
C1 0.65991 -0.74117 1.60466  -0.08
C2 -0.58795 -0.41008 0.73620  -0.35
O1 -0.58305 -1.37194 -0.36147  -0.38
H1 1.50448 -0.26218 1.10254  0.04
H2 0.79198 -1.82223 1.77391  0.09
H3 0.52039 -0.27710 2.57701  0.06
H4 -0.52296 0.60978 0.35048  0.09
H5 -1.52018 -0.49386 1.25533  0.09
O2 4.03767 -0.56228 -0.07806  -0.04
H6 4.67550 -0.45192 0.58447  0.01
H7 3.71393 0.31902 -0.31041  0.00
O3 -1.00792 2.31184 2.62058  -0.03
H8 -0.14633 2.28414 2.20263  -0.02
H9 -1.42810 1.52016 2.74543  -0.03
O4 -2.75295 2.78506 -0.03186  -0.04
H10 -2.67396 3.44289 -0.69550  0.00
H11 -2.82108 1.98670 -0.51397  -0.05
O5 -3.02710 0.12709 -0.94313  -0.04
H12 -2.75357 0.23717 -1.82346  0.01
H13 -2.15507 -0.07603 -0.52535  0.01
O6 -0.27149 2.86169 -1.70577  -0.04
H14 -0.75520 2.78852 -2.47524  -0.02
H15 0.02085 1.94690 -1.57435  -0.02
O7 1.92046 -2.36433 -0.78530  -0.10
H16 2.45228 -1.86724 -0.13179  -0.01
H17 1.03606 -2.07814 -0.46924  -0.03
O8 0.09851 0.18148 -2.20145  -0.08
H18 0.01931 -0.32866 -1.37116  -0.03
H19 -0.32996 -0.37701 -2.85045  0.06
O9 -0.54745 -4.45472 -0.98658  -0.06
H20 -1.46958 -4.34414 -0.78122  -0.02
H21 -0.13723 -3.97222 -0.28426  -0.01
O10 2.35636 1.42338 -0.99599  -0.02
H22 2.07548 1.84372 -0.18426  0.00
H23 1.77552 0.70850 -1.12113  -0.01
O11 1.57304 2.38345 1.59611  0.01
H24 1.95725 3.18518 1.94724  0.09
H25 2.16046 1.76518 1.91487  0.02
O12 -2.78795 -3.05345 -0.23563  -0.10
H26 -1.96269 -2.51442 -0.24104  -0.01
H27 -3.10769 -2.88877 0.66660  0.04


# C8H15PS

The molecule C8H15PS (the ωB97M-V functional and the def2-TZVPD basis, the OMol25 dataset).

Output
LUMO: 0.9 eV
Multiplicity: 1
HOMO: -8.5 eV
Molecular weight: 174.249 g/mol
HOMO-LUMO gap: 0.34244 Ha
Net charge: 0
SMILES string: C#CP(=S)(C(C)C)C(C)C
Calculated total energy: -1053.256992 Ha

Each line ends with the Löwdin charge.
Atoms and positions in Å:
C1 2.42710 0.54550 -1.78737  0.06
C2 1.63812 0.64337 -0.92191  -0.30
C3 -1.05558 -1.90660 1.04322  -0.15
C4 1.18530 -2.57734 0.07991  -0.12
C5 -1.73038 1.11640 -0.82689  -0.11
C6 -0.14407 3.02898 0.19089  -0.12
C7 0.00982 -1.56809 0.08994  -0.58
C8 -0.77484 1.64247 0.27054  -0.41
P1 0.70412 0.16846 0.52917  0.46
S1 1.70290 -0.08071 2.18401  0.23
H1 2.98250 0.33590 -2.73378  0.07
H2 -0.69357 -1.67292 2.09626  0.09
H3 -1.91899 -1.28797 0.74810  0.07
H4 -1.35834 -2.92639 0.91563  0.07
H5 1.63516 -2.42893 1.08199  0.03
H6 1.92848 -2.67040 -0.68288  0.06
H7 0.64633 -3.57261 0.13589  0.09
H8 -1.16259 1.25010 -1.76617  0.08
H9 -1.83157 0.08210 -0.64928  0.00
H10 -2.78421 1.59080 -0.85240  0.11
H11 -0.68793 3.69410 -0.50306  0.10
H12 0.80619 2.94972 -0.19168  0.01
H13 0.11396 3.42132 1.15152  0.07
H14 -0.48276 -1.46931 -0.88183  0.10
H15 -1.15518 1.69206 1.28017  0.08


# C4H8O2

The molecule C4H8O2 (the ωB97M-V functional and the def2-TZVPD basis, the OMol25 dataset).

Output
LUMO: 0.9 eV
Multiplicity: 1
HOMO: -10.1 eV
Molecular weight: 88.106 g/mol
HOMO-LUMO gap: 0.40510 Ha
Net charge: 0
SMILES string: CCOC(C)=O
Calculated total energy: -307.636198 Ha

Each line ends with the Löwdin charge.
Atoms and positions in Å:
C1 2.09351 0.28262 0.53617  -0.09
C2 1.31426 -0.54103 -0.46279  -0.30
C3 -0.93669 0.30588 -0.00108  -0.48
C4 -2.23344 -0.37288 0.29560  0.03
H1 3.13222 -0.20133 0.50106  0.10
H2 2.47205 1.22188 0.22158  0.05
H3 1.52583 0.30265 1.47320  0.09
H4 1.27654 -0.15395 -1.60488  0.16
H5 1.69113 -1.63518 -0.41618  0.14
H6 -2.85478 0.36731 0.72969  0.08
H7 -1.72290 -1.07952 0.90922  0.08
H8 -2.55043 -1.03637 -0.54218  0.12
O1 0.00039 -0.82119 -0.08835  -0.14
O2 -0.54982 1.34206 -0.34651  0.16


Let's list strongest force on any atom in order: 4.02 5.25 5.53 eV/Å.
Let's list relative energy (zero: lowest compared OMol25 entry of this formula, charge and spin) in order: 2.028 2.458 2.074 eV.